[1]
75
Properties=species:S:1:pos:R:3:forces:R:3 method="wB97M-V/def2-TZVPD" homo_lumo_gap_ev=5.44 charge=-1
O -4.3289 2.2134 -2.6338 -0.3 0.1 0.3
C -4.8311 2.5862 -1.6244 0.4 0.0 -0.2
F -5.6562 1.7512 -0.9458 -0.1 -0.1 0.0
N -4.6621 3.7599 -0.8508 0.6 -0.1 -0.9
C -4.8171 4.9722 -1.5162 -0.4 0.2 1.0
O -4.9928 6.0319 -1.0146 0.3 0.0 -0.2
F -4.8647 4.8400 -2.8471 -0.1 -0.1 -0.5
C -3.4620 3.7303 0.0488 -0.5 0.1 0.5
Br -1.8006 3.6971 -1.1510 -0.1 -0.1 0.0
C -3.4919 2.4072 0.8018 0.6 0.4 -0.2
C -2.3817 2.3597 1.8561 -0.4 -0.3 0.4
O -2.9856 2.2749 3.1556 0.1 0.1 -0.2
C -1.4704 1.1534 1.7049 0.3 -0.3 0.1
F -2.1139 0.0007 2.0599 0.3 0.4 -0.3
F -0.9614 0.9627 0.4765 -0.2 0.1 0.6
F -0.4022 1.2441 2.5664 -0.3 -0.1 -0.3
H -4.4286 2.4087 1.3511 -0.2 -0.2 0.0
H -3.4149 1.5098 0.1707 -0.2 -0.2 0.0
H -1.7745 3.2603 1.7975 0.2 0.1 -0.1
H -2.4749 1.7026 3.7394 0.0 -0.1 0.1
N -0.7092 -3.8157 4.1379 0.0 -0.1 -0.1
C -0.7381 -5.0016 3.5297 0.0 0.0 0.0
C -0.7842 -5.1642 2.1520 0.0 0.0 0.0
C -0.8109 -4.0304 1.3535 0.0 -0.1 0.1
C -0.7832 -2.7946 1.9737 0.1 0.2 -0.3
C -0.7263 -2.7372 3.3543 0.0 0.0 0.3
H -0.7226 -5.8664 4.1853 0.0 0.0 0.0
H -0.8051 -6.1555 1.7197 0.0 0.0 0.0
H -0.8592 -4.1084 0.2753 0.0 0.0 0.0
H -0.7970 -1.8758 1.4067 0.0 0.0 0.0
H -0.7019 -1.7771 3.8598 0.0 0.0 0.0
N -0.3583 2.1835 -3.7945 0.2 0.1 -0.1
C -0.9938 1.0311 -3.9593 -0.2 0.0 0.1
C -0.6385 0.0931 -4.9206 0.0 0.0 0.0
C 0.4317 0.3749 -5.7542 0.0 0.0 0.0
C 1.1013 1.5780 -5.5952 0.0 0.0 0.0
C 0.6654 2.4433 -4.6012 0.0 0.0 0.0
H -1.8314 0.8631 -3.2889 0.0 0.0 0.0
H -1.1926 -0.8318 -5.0117 0.0 0.0 0.0
H 0.7399 -0.3296 -6.5175 0.0 0.0 0.0
H 1.9419 1.8358 -6.2249 0.0 0.0 0.0
H 1.1609 3.3957 -4.4400 0.0 0.0 0.0
N 5.2881 -3.4638 4.2696 0.0 0.0 0.0
C 4.0985 -4.0160 4.4982 0.0 0.0 0.0
C 2.8986 -3.4725 4.0642 0.0 0.0 0.0
C 2.9360 -2.2851 3.3522 -0.1 0.1 0.0
C 4.1648 -1.6944 3.1067 0.0 0.0 0.0
C 5.3051 -2.3230 3.5840 0.0 0.0 0.0
H 4.1112 -4.9433 5.0612 0.0 0.0 0.0
H 1.9593 -3.9628 4.2807 0.0 0.0 0.0
H 2.0215 -1.8277 2.9974 0.0 0.0 0.0
H 4.2394 -0.7667 2.5562 0.0 0.0 0.0
H 6.2856 -1.8930 3.4097 0.0 0.0 0.0
N -2.0215 0.1734 5.6842 0.0 0.0 0.0
C -1.0418 0.7791 6.3510 0.0 0.1 0.0
C -0.5145 0.3008 7.5411 0.0 0.0 0.0
C -1.0334 -0.8707 8.0681 0.0 0.0 0.0
C -2.0535 -1.5127 7.3864 0.0 0.0 0.0
C -2.5118 -0.9508 6.2048 0.0 0.0 -0.2
H -0.6618 1.6919 5.9052 0.0 0.0 0.0
H 0.2850 0.8334 8.0373 0.0 0.0 0.0
H -0.6453 -1.2789 8.9925 0.0 0.0 0.0
H -2.4831 -2.4334 7.7555 0.0 0.0 0.0
H -3.3016 -1.4259 5.6340 0.0 0.0 0.0
N 4.2772 0.9477 -7.4952 0.0 0.0 0.0
C 4.0759 -0.0601 -8.3396 0.0 0.0 0.0
C 3.9419 0.1013 -9.7106 0.0 0.0 0.0
C 4.0189 1.3817 -10.2335 0.0 0.0 0.0
C 4.2268 2.4419 -9.3670 0.0 0.0 0.0
C 4.3495 2.1714 -8.0122 0.0 0.0 0.1
H 4.0166 -1.0456 -7.8906 0.0 0.0 0.0
H 3.7789 -0.7563 -10.3488 0.0 0.0 0.0
H 3.9162 1.5506 -11.2977 0.0 0.0 0.0
H 4.2895 3.4587 -9.7292 0.0 0.0 0.0
H 4.5103 2.9743 -7.3010 0.0 0.0 0.0


[2]
54
Properties=species:S:1:pos:R:3:forces:R:3 method="wB97M-V/def2-TZVPD" spin_multiplicity=4 homo_lumo_gap_ev="5.51 / 7.98"
P -0.8561 -2.6920 -1.2280 1.0 1.6 -1.6
P -0.0490 0.8936 -1.3070 1.9 0.8 -2.0
C -1.0871 -1.3733 -2.5449 -0.2 -1.9 0.2
C 0.0686 -0.4491 -2.6512 -0.5 0.7 0.7
H -1.9996 -0.8395 -2.2869 -0.2 0.0 0.1
H -1.3027 -1.8887 -3.4578 -0.1 -0.3 -0.9
H 1.0239 -0.9336 -2.4832 0.1 0.1 -0.1
H 0.1161 0.0200 -3.6225 -0.1 0.0 -0.3
C -1.5924 1.8336 -1.5755 -0.8 -0.4 -0.3
H -1.6489 2.6954 -0.9065 0.2 -0.2 -0.2
H -2.4425 1.1995 -1.3439 -0.4 0.0 0.1
H -1.6678 2.1660 -2.6110 -0.2 0.1 0.1
C 0.8527 1.9492 -2.5934 0.2 0.6 -0.6
H 0.2231 2.0339 -3.4937 -0.1 -0.1 0.4
H 1.7785 1.5064 -2.9927 -0.1 0.0 0.6
H 1.0675 2.9791 -2.3193 0.0 0.0 0.3
C -2.2310 -3.9159 -1.3460 1.6 -0.3 -2.1
H -2.8748 -3.7851 -0.5080 -0.9 0.1 0.8
H -1.7999 -4.8957 -1.3034 0.0 -0.7 0.3
H -2.7508 -3.8459 -2.2942 -0.3 0.2 -0.1
C 0.9049 -3.1045 -1.1507 0.4 -0.9 -0.6
H 1.5718 -2.2522 -1.3337 -0.6 -0.1 0.2
H 1.1170 -3.8263 -1.9361 0.3 -0.3 0.0
H 1.1668 -3.5220 -0.1739 -0.2 0.1 -0.4
Co -1.9188 -2.1055 0.2956 0.3 -0.7 3.7
C 0.8458 3.7131 1.2849 0.2 0.3 -0.6
C -0.1624 2.8530 1.1868 -0.7 -0.2 0.4
C -0.3402 1.4243 1.6352 0.3 -1.1 -0.5
C 0.9031 0.4781 1.8999 -1.6 0.2 0.2
C 2.1329 0.7058 1.1208 0.0 -2.2 1.8
C 2.1294 1.3183 -0.1395 1.1 0.4 -2.1
C 2.7063 2.6913 -0.1521 -0.4 1.4 1.5
C 2.3017 3.4805 1.1815 1.6 -1.0 -0.3
C -0.7431 -3.7740 1.3078 -0.2 1.3 -0.9
H 0.6535 4.7768 1.2782 -0.7 0.1 -0.6
H -1.0956 3.2716 0.7945 0.0 0.2 1.0
H -1.1029 0.9435 0.9745 0.8 0.2 0.4
H -0.8696 1.4244 2.5859 0.0 0.5 0.2
H 1.1212 0.5502 2.9660 0.2 0.0 0.2
H 0.5500 -0.5773 1.7905 0.1 0.5 -0.1
H 2.9746 0.0636 1.4616 -0.2 0.7 -0.3
H 2.5149 0.7248 -0.9892 -0.3 0.0 0.3
H 2.4227 3.3360 -0.9936 0.1 -0.4 0.1
H 3.7965 2.5857 -0.1506 0.2 0.2 -0.1
H 2.7383 2.9569 2.0501 -0.1 0.1 -0.3
H 2.8047 4.4433 1.1019 0.0 0.1 0.2
H 0.1209 -3.3748 1.8557 -0.3 0.1 -0.3
H -0.4366 -4.5732 0.6164 -0.3 0.1 0.5
H -1.5179 -4.0417 2.0016 -0.3 -0.4 0.2
N -2.4434 -1.3179 1.8551 -1.2 0.9 1.6
C -2.2537 -0.9188 2.9529 0.6 -0.3 -0.5
N -1.8057 -0.3871 3.9851 0.0 0.2 -0.7
C -1.8470 -0.3945 5.2731 0.0 0.5 2.5
N -1.7676 -0.2290 6.4327 -0.2 -0.5 -1.7


[3]
13
Properties=species:S:1:pos:R:3:forces:R:3 method="wB97M-V/def2-TZVPD" homo_lumo_gap_ev=8.83
N -1.7098 0.7665 1.0976 0.4 0.1 -0.1
C -0.5325 0.5166 0.6918 -0.3 0.1 0.1
C -0.1093 -0.9224 0.3689 -0.2 -0.4 0.0
O -0.7448 -1.9440 0.4576 0.3 0.5 0.0
N 1.2008 -0.8013 -0.0710 0.0 -0.1 0.0
C 1.6146 0.5286 -0.0278 -0.1 0.1 0.0
C 0.6458 1.3490 0.4131 0.1 0.0 0.0
H -1.8276 -1.2846 -2.4160 0.0 0.0 0.0
H -1.8215 1.7716 1.2549 0.0 -0.1 0.0
H -1.7337 -1.6797 -1.7927 0.0 0.0 -0.1
H 1.7566 -1.5860 -0.3695 -0.1 0.1 0.0
H 2.6236 0.7800 -0.3319 -0.2 0.0 0.0
H 0.7195 2.4206 0.5394 0.0 -0.2 0.0


[4]
51
Properties=species:S:1:pos:R:3:forces:R:3 method="wB97M-V/def2-TZVPD" homo_lumo_gap_ev=7.46 charge=-1
Cd -0.6937 0.7237 0.4064 -0.3 0.1 0.1
O -0.8312 -1.5009 4.4571 0.0 0.1 0.0
C 0.4354 -1.9507 4.4741 -0.1 0.0 0.0
C 0.7875 -2.8486 5.4855 0.1 0.0 0.0
C 2.0728 -3.3497 5.5587 0.0 0.0 0.0
C 3.0327 -2.9710 4.6218 -0.1 0.0 0.0
C 2.6818 -2.0826 3.6200 0.0 0.0 0.0
C 1.3933 -1.5577 3.5228 0.0 0.1 0.0
C 1.0442 -0.5747 2.4460 -0.2 0.0 0.2
O -0.1209 -0.0044 2.5262 0.4 -0.3 -0.2
N 1.9494 -0.3688 1.5210 -0.1 0.2 -0.2
N 1.4791 0.5477 0.5809 0.1 -0.3 0.3
C 2.3253 1.2227 -0.0864 0.0 0.5 -0.3
C 1.9901 2.3062 -1.0219 0.1 -0.2 0.1
C 3.0503 2.7659 -1.8189 0.0 -0.1 0.0
C 2.9195 3.8010 -2.7182 -0.1 0.0 0.0
C 1.6630 4.4114 -2.8393 0.1 -0.1 0.0
C 0.6020 4.0021 -2.0681 0.0 0.0 0.0
C 0.7155 2.9644 -1.1033 0.0 -0.1 0.2
O -0.3074 2.7141 -0.3453 0.1 -0.1 -0.2
H -0.8603 -0.8204 3.7310 0.0 -0.1 0.0
H 0.0275 -3.1297 6.2048 0.0 0.0 0.0
H 2.3317 -4.0390 6.3547 0.0 0.0 0.0
H 4.0404 -3.3647 4.6765 0.0 0.0 0.0
H 3.4038 -1.7659 2.8785 0.0 0.0 0.0
H 3.3827 0.9986 0.0710 0.0 0.1 0.0
H 4.0101 2.2663 -1.7153 0.0 0.0 0.0
H 3.7641 4.1371 -3.3055 0.0 0.0 0.0
H 1.5231 5.2205 -3.5490 0.0 0.0 0.0
H -0.3724 4.4693 -2.1574 0.1 0.0 0.0
C -5.0174 2.3798 0.6354 -0.1 0.1 -0.2
C -4.4090 2.8796 -0.6568 0.0 0.1 0.1
C -3.9245 4.1895 -0.7059 0.0 0.0 0.2
C -3.4190 4.7326 -1.8679 0.0 0.0 0.0
Cl -2.8466 6.3888 -1.8711 0.0 -0.2 0.0
C -3.3643 3.9839 -3.0305 0.0 0.0 0.0
C -3.8196 2.6804 -2.9951 0.0 0.0 -0.1
C -4.3375 2.1262 -1.8314 0.1 -0.1 0.1
O -4.7904 0.8361 -1.9660 -0.3 -0.1 0.2
C -4.4893 -0.1344 -0.9644 0.3 0.1 -0.2
C -3.0432 -0.0331 -0.4999 0.4 -0.1 0.1
O -2.1646 0.1306 -1.3778 -0.1 0.0 0.3
O -2.7896 -0.0973 0.7450 -0.3 0.2 -0.6
H -5.0919 3.2049 1.3434 0.0 0.0 0.0
H -4.4353 1.5887 1.1047 0.1 0.0 0.0
H -6.0252 1.9921 0.4651 0.0 0.0 0.0
H -3.9526 4.7941 0.1933 0.0 0.0 0.0
H -2.9512 4.4052 -3.9375 0.0 0.0 0.0
H -3.7712 2.0499 -3.8742 0.0 0.0 0.0
H -4.5980 -1.0924 -1.4694 -0.1 -0.1 0.0
H -5.1689 -0.0954 -0.1206 -0.1 0.1 0.1